Molecular formula: C5H9NO
Method: DFT, ωB97M-V/def2-TZVPD

highest occupied orbital energy = -9.52 eV
molecular weight = 99.133 g/mol
LUMO level = 0.9 eV
spin multiplicity = 1
energy relative to the best compared isomer or geometry (same formula, charge and spin) = 307.24 kJ/mol
orbital gap = 10.42 eV

Each atom is followed by the atoms it is bonded to, with distances in Å.
Positions of all 16 atoms, in Å:
1 C 1.12 -0.03 -0.99  C2 1.522, H8 1.092, H9 1.081, H10 1.103
2 C -0.33 -0.48 -1.09  C1 1.522, N3 1.473, C4 1.479, H11 1.090
3 N -0.82 -1.45 -0.10  C2 1.473, C4 1.460, H12 1.019
4 C -1.28 -0.07 -0.03  C2 1.479, N3 1.460, C5 1.513, H13 1.093
5 C -0.68 0.76 1.08  C4 1.513, C6 1.518, H14 1.095, H15 1.093
6 C 0.81 0.57 1.30  C5 1.518, O7 1.220, H16 1.110
7 O 1.60 1.49 1.43  C6 1.220
8 H 1.80 -0.88 -0.89  C1 1.092
9 H 1.37 0.61 -1.82  C1 1.081
10 H 1.43 0.70 -0.22  C1 1.103
11 H -0.70 -0.60 -2.10  C2 1.090
12 H -1.54 -2.05 -0.51  N3 1.019
13 H -2.32 0.14 -0.30  C4 1.093
14 H -1.11 0.50 2.05  C5 1.095
15 H -0.84 1.83 0.87  C5 1.093
16 H 1.11 -0.49 1.45  C6 1.110

Listed below, in e, are the natural (NBO) charges computed for each atom: -0.661, -0.081, -0.607, -0.076, -0.520, 0.433, -0.584, 0.224, 0.228, 0.268, 0.202, 0.360, 0.207, 0.237, 0.230, 0.141